# 1
The following is a quantum chemistry calculation of a cluster of 3 separate species, C24H41N4 in total at a distorted geometry, from OMol25.

```
69
Properties=species:S:1:pos:R:3:forces:R:3
C 4.55920 -1.24191 2.18403 -0.395 -1.103 -0.253
C 4.63093 -1.45829 0.61308 0.644 -0.585 0.027
C 5.71384 -0.58298 -0.14443 -0.869 0.011 -0.419
C 5.76339 0.93299 0.27176 0.770 0.410 -0.438
C 4.52740 1.76579 -0.26486 0.685 -0.226 -0.520
C 4.42061 3.22177 0.33048 -0.036 -0.714 0.299
C 3.79761 3.30595 1.78181 0.056 1.615 0.232
C 2.25475 3.74521 1.78524 0.374 -1.139 -1.044
C 1.45151 2.56610 1.14178 -1.071 -1.528 -0.107
C 0.49354 2.69837 0.02667 0.925 -2.741 1.437
C -0.14078 1.47195 -0.48602 1.113 1.766 1.158
N 0.13196 0.21864 0.04330 0.168 1.009 0.634
C -0.51869 -0.99497 -0.56193 0.382 -0.494 -1.160
C -0.89188 -2.08744 0.50056 -0.526 -0.162 0.281
C 0.08646 -3.26972 0.90641 0.443 1.448 0.145
N -2.04209 -1.95412 1.06438 1.800 -0.727 -0.415
C 0.98665 0.05194 1.11279 1.657 2.800 1.185
C 1.67254 1.20581 1.69845 -1.879 0.126 -2.137
H 4.79910 -2.22349 2.69448 -0.261 1.124 -0.493
H 5.28602 -0.49761 2.59311 -0.889 -0.427 -0.451
H 3.48572 -1.02501 2.44873 1.206 0.158 0.121
H 4.93463 -2.53834 0.45541 -0.433 1.176 0.005
H 3.61289 -1.37296 0.12261 1.046 0.189 0.630
H 6.70811 -1.10692 -0.09184 -0.855 0.795 0.216
H 5.42297 -0.60209 -1.24173 0.441 -0.010 1.109
H 5.96096 1.09693 1.37530 -0.463 -0.308 -1.135
H 6.67455 1.37321 -0.24212 -0.914 -0.429 0.649
H 3.59957 1.14205 -0.16395 0.615 0.788 0.068
H 4.70351 1.88931 -1.37852 -0.304 -0.251 1.150
H 5.46290 3.64581 0.39892 -1.038 -0.404 -0.278
H 3.83048 3.85150 -0.39290 0.551 -0.432 0.811
H 3.98842 2.39574 2.40924 -0.212 0.732 -0.722
H 4.32979 4.15811 2.30704 -0.563 -1.015 -0.424
H 2.15286 4.64483 1.11460 0.008 -0.784 0.886
H 1.88904 3.97415 2.82778 0.314 -0.307 -1.146
H 0.27658 3.70619 -0.39645 0.075 -1.171 0.234
H -0.86457 1.58887 -1.34066 0.969 -0.720 1.084
H 0.22020 -1.37505 -1.33207 -0.767 0.198 0.970
H -1.40716 -0.64378 -1.16303 0.788 -0.436 1.043
H 0.53270 -2.96075 1.90369 -0.481 -0.477 -0.990
H 0.96177 -3.35998 0.20419 -1.059 -0.178 0.558
H -0.45775 -4.23283 1.07294 0.439 0.880 -0.457
H -2.06854 -2.74333 1.73237 -0.639 0.437 -0.101
H 1.23523 -0.94155 1.56964 -0.742 0.932 -1.000
H 2.37583 1.07559 2.55422 -0.834 -0.075 -0.946
C -6.77858 -5.49029 -0.10656 0.005 -0.039 0.041
C -5.90747 -4.34802 0.40333 -0.315 -0.238 0.090
C -4.75205 -4.00578 -0.54036 -0.134 0.294 0.255
C -3.79604 -5.10660 -0.67281 0.048 0.013 -0.166
N -3.04843 -5.97314 -0.77860 -0.024 0.150 0.101
H -6.21111 -6.41954 -0.19134 -0.007 0.049 -0.032
H -7.60591 -5.66935 0.58225 0.029 -0.008 -0.070
H -7.19910 -5.25398 -1.08695 0.010 -0.032 0.033
H -5.52006 -4.60590 1.39340 0.061 0.088 -0.082
H -6.53221 -3.45986 0.52727 0.152 0.044 -0.020
H -4.22668 -3.12747 -0.15412 0.114 -0.088 -0.091
H -5.14305 -3.73382 -1.52421 0.096 -0.147 -0.021
C -5.19251 2.48370 -2.40234 0.006 -0.020 0.031
C -4.33518 3.64519 -1.91228 -0.314 -0.295 0.118
C -3.18894 3.99153 -2.86680 -0.142 0.318 0.227
C -2.22077 2.90097 -2.98926 0.001 0.018 -0.315
N -1.46743 2.03681 -3.09044 -0.334 0.246 -0.091
H -4.61243 1.56085 -2.47762 -0.015 0.032 -0.040
H -6.01359 2.30255 -1.70697 0.032 -0.003 -0.069
H -5.62111 2.70055 -3.38336 0.011 -0.038 0.039
H -3.93922 3.40642 -0.92040 0.049 0.105 -0.067
H -4.97122 4.52563 -1.79722 0.172 0.045 -0.028
H -2.67339 4.88156 -2.49618 0.129 -0.101 -0.114
H -3.58629 4.24425 -3.85294 0.129 -0.145 -0.026
```
Positions in Å, forces in eV/Å.

Values from the calculation:
- LUMO (eV) = -3.71
- HOMO level (eV) = -13.191
- net charge = +1
- ΔE to the lowest compared entry with this formula, charge and spin (kJ/mol) = 217.5

# 2
The following is a quantum chemistry calculation of a structure of composition C29H49N2OP2SZr at a distorted geometry, from OMol25.

```
85
Properties=species:S:1:pos:R:3:forces:R:3
Zr 0.17610 -0.89463 -0.24158 -1.357 -0.234 5.099
P -2.14110 -1.83646 -0.99042 -1.715 -0.536 -0.369
P 2.71777 -1.20763 0.20827 1.808 -0.021 0.510
N -0.00377 -2.31863 1.24528 0.076 1.596 -0.867
C -2.38751 -2.80681 0.58412 0.106 -0.282 0.003
H -3.38145 -2.54114 0.97373 0.243 -0.213 -0.175
H -2.40903 -3.86299 0.26360 -0.103 0.417 0.056
C -1.34088 -2.67589 1.71820 -0.287 -0.147 0.412
H -1.68546 -1.96562 2.50324 0.155 -0.198 -0.480
H -1.27784 -3.64852 2.23672 -0.075 0.226 -0.194
C 1.01047 -2.40537 2.29269 0.064 -0.162 0.497
H 0.96173 -3.41314 2.74101 0.099 0.260 -0.129
H 0.76775 -1.71732 3.13324 0.133 -0.174 -0.477
C 2.45506 -2.17430 1.78546 0.022 -0.268 -0.058
H 2.90859 -3.16139 1.58866 -0.053 0.433 0.066
H 3.04004 -1.67388 2.57120 -0.052 -0.260 -0.263
C 3.47043 0.41482 0.71913 -0.614 -0.008 0.103
C 3.52733 1.39827 -0.45549 0.096 0.320 0.148
H 3.58698 2.41719 -0.04799 0.124 -0.211 -0.192
H 2.63369 1.37358 -1.09498 0.047 -0.062 0.038
H 4.40416 1.21313 -1.08736 -0.314 0.199 0.179
C 3.96433 -2.12281 -0.79239 -0.241 -0.559 -0.321
C 4.32404 -1.36331 -2.07541 0.115 -0.068 -0.121
H 4.84229 -2.05701 -2.75286 -0.128 0.251 0.183
H 5.00512 -0.52852 -1.86563 -0.188 -0.304 -0.131
H 3.44510 -0.98154 -2.60671 0.177 0.017 0.034
C -2.48704 -2.98494 -2.38833 0.475 -0.432 -0.157
C -2.40399 -2.26751 -3.74082 -0.027 -0.084 -0.157
H -2.36690 -3.02921 -4.53247 -0.032 0.263 0.196
H -1.50673 -1.64688 -3.84068 -0.159 -0.017 -0.047
H -3.29066 -1.64492 -3.91647 0.293 -0.249 -0.021
C -3.44913 -0.51893 -0.98680 0.513 0.169 0.378
C -3.20042 0.50009 -2.10271 -0.265 0.275 0.041
H -3.74447 1.42090 -1.85676 0.036 -0.188 -0.194
H -3.55393 0.12733 -3.07071 0.109 0.261 0.283
H -2.14488 0.78319 -2.21068 0.006 -0.067 -0.002
C 0.68782 -0.72731 -2.35155 2.083 1.580 -9.072
C 5.23924 -2.55400 -0.05254 0.115 0.015 0.168
H 5.84349 -1.69174 0.25282 -0.169 -0.411 -0.152
H 5.03600 -3.17025 0.83136 0.075 0.123 -0.190
H 5.84642 -3.15339 -0.74788 -0.230 0.140 0.239
C -3.78953 -3.79313 -2.29582 -0.182 -0.034 0.094
H -3.81617 -4.48495 -3.15118 0.042 0.170 0.306
H -3.86191 -4.39036 -1.37936 -0.008 0.108 -0.204
H -4.67448 -3.15046 -2.36577 0.322 -0.337 -0.026
C -4.89356 -1.02476 -0.98437 -0.308 0.137 -0.034
H -5.54527 -0.18506 -0.70453 0.160 -0.206 -0.028
H -5.21510 -1.34899 -1.98148 0.126 0.125 0.301
H -5.07733 -1.83433 -0.26738 0.043 0.172 -0.198
C 4.81502 0.31405 1.44606 0.235 0.225 0.105
H 5.64823 0.16463 0.74801 -0.298 0.060 0.198
H 4.99944 1.27400 1.95008 -0.060 -0.253 -0.099
H 4.84820 -0.46998 2.21299 0.002 0.183 -0.208
H 2.72659 0.79664 1.44104 0.127 -0.058 -0.120
H -3.27062 -0.01792 -0.01871 -0.013 -0.040 -0.143
H 3.41740 -3.03999 -1.07808 0.138 0.191 0.044
H -1.64706 -3.69979 -2.32710 -0.181 0.136 -0.037
O 0.92505 -0.42109 -3.45642 -1.225 -1.624 5.712
H 0.62506 -3.81836 -0.75340 0.154 0.298 -0.641
H 0.79172 -3.56667 -1.45716 -0.080 -0.281 0.389
N -0.19006 0.90458 0.78815 0.081 -0.148 -0.468
S -0.46803 2.38853 0.07559 -0.144 0.364 1.168
C 0.66192 3.48701 0.93402 0.837 0.687 -0.227
C 1.22114 4.55188 0.19674 -0.306 -0.523 0.147
C 2.11966 5.42322 0.81457 -0.080 -0.075 0.082
C 2.49308 5.21527 2.14779 -0.178 -0.144 -0.269
C 1.95394 4.14457 2.86805 -0.198 -0.113 -0.141
C 1.01640 3.29363 2.26942 0.122 -0.012 0.039
C -2.05790 2.90365 0.72374 -1.083 0.264 -0.248
C -2.59966 2.39113 1.90497 0.120 0.141 0.000
C -3.80585 2.90967 2.39120 0.069 -0.026 -0.079
C -4.49032 3.89853 1.67862 0.418 -0.066 -0.292
C -3.97616 4.36382 0.45935 -0.023 -0.041 0.158
C -2.76731 3.86877 -0.02316 0.522 -0.396 0.192
H -0.16846 0.98150 1.80703 -0.079 -0.096 -0.197
H 0.94378 4.67516 -0.84804 0.115 0.116 0.135
H 2.53338 6.26206 0.24871 -0.145 -0.331 0.204
H 3.20789 5.88782 2.62040 -0.184 -0.182 -0.101
H 2.25982 3.97150 3.90287 -0.190 0.084 -0.352
H 0.58057 2.48390 2.85239 0.117 0.194 0.045
H -2.09065 1.59843 2.44890 -0.148 0.175 0.053
H -4.21307 2.54532 3.33850 0.182 0.072 -0.381
H -5.42116 4.30755 2.06343 0.170 -0.111 -0.061
H -4.51706 5.12171 -0.11378 0.214 -0.293 0.211
H -2.35040 4.21483 -0.96644 -0.161 0.098 0.105
```
Positions in Å, forces in eV/Å.

Values from the calculation:
- LUMO (eV) = -10.87
- HOMO level (eV) = -17.170
- net charge = +3

# 3
The following is a quantum chemistry calculation of a structure of composition C18H32MnN5, from OMol25.

```
56
Properties=species:S:1:pos:R:3:forces:R:3
Mn -0.62150 0.65574 0.01831 0.723 -0.240 0.460
C 0.46738 -0.52069 -1.35144 -0.061 0.079 -0.731
C 0.31498 -1.19538 -0.12091 -0.259 -0.374 0.572
C 1.01468 -0.39523 0.86175 -0.228 -0.432 0.517
C 1.53249 0.72627 0.18457 0.575 0.158 0.119
C 1.22126 0.65823 -1.17350 -0.052 0.240 -0.664
C 1.68613 1.57562 -2.28272 -0.097 0.067 0.076
C 2.68415 0.79702 -3.15077 0.026 -0.011 -0.003
C 0.49152 2.00339 -3.13948 -0.038 0.015 -0.048
C 2.36924 2.81698 -1.71230 0.007 0.036 0.034
C 1.13672 -0.49534 2.39092 0.031 -0.025 -0.093
C -0.18846 -0.09519 3.06256 -0.059 0.007 0.094
C 2.20531 0.49208 2.88443 0.041 0.045 -0.003
C 1.58058 -1.88440 2.85763 0.108 0.020 0.001
C -0.48165 -2.50413 -0.05810 0.110 -0.050 0.083
C -1.36278 -2.63151 -1.30866 0.016 -0.086 -0.149
C 0.49034 -3.69581 -0.05403 -0.043 0.011 -0.076
C -1.43545 -2.58378 1.13655 -0.046 -0.018 0.089
H 0.14464 -0.90376 -2.30558 -0.144 0.154 0.012
H 2.15636 1.48447 0.62768 -0.244 0.129 0.047
H 2.20670 -0.05536 -3.63822 0.009 0.020 0.016
H 3.51592 0.42172 -2.55141 -0.009 0.028 -0.011
H 3.08962 1.45014 -3.92569 -0.008 -0.029 -0.001
H 0.00551 1.14511 -3.60850 -0.002 0.016 0.015
H 0.81598 2.68011 -3.93179 -0.003 -0.028 -0.004
H -0.24811 2.53131 -2.52969 0.052 0.023 -0.011
H 3.24580 2.55475 -1.11680 -0.005 0.002 -0.026
H 1.68910 3.39808 -1.08385 0.002 -0.019 -0.003
H 2.70508 3.46196 -2.52524 -0.009 -0.005 0.010
H -0.69629 0.71278 2.51547 -0.006 0.103 0.003
H -0.00125 0.30135 4.06249 -0.015 -0.052 -0.005
H -0.88859 -0.91836 3.16089 -0.046 -0.050 -0.047
H 1.88842 1.53254 2.78309 0.002 -0.025 -0.012
H 3.15098 0.36373 2.35514 -0.008 -0.024 0.028
H 2.38763 0.30929 3.94349 -0.007 0.032 0.002
H 0.87802 -2.66922 2.60276 -0.019 -0.011 -0.007
H 1.69231 -1.88194 3.94382 0.000 -0.006 -0.022
H 2.54822 -2.14465 2.42241 -0.023 0.019 0.017
H -0.77606 -2.76867 -2.21850 -0.018 -0.012 0.043
H -2.01153 -1.76407 -1.45271 -0.021 0.038 0.051
H -2.00274 -3.50737 -1.20250 0.018 -0.013 -0.029
H 1.12733 -3.66796 -0.94082 -0.029 -0.001 0.013
H -0.06623 -4.63551 -0.06792 -0.004 0.028 -0.004
H 1.13943 -3.70266 0.81698 0.019 0.030 0.060
H -2.07700 -1.69904 1.20392 -0.015 0.029 -0.053
H -0.92903 -2.69907 2.08885 0.013 -0.003 -0.001
H -2.09328 -3.44606 1.01665 0.030 -0.004 0.012
N -5.16321 2.56170 1.29482 0.428 0.161 -0.185
N -4.14829 2.29250 0.40285 -0.428 0.098 0.188
N -4.15868 2.77062 -0.82272 0.191 -0.068 -0.036
C -2.98261 2.35725 -1.27567 -0.249 0.110 -0.061
N -2.31918 1.66955 -0.34325 -0.263 0.123 -0.171
N -3.09804 1.64049 0.74434 0.250 -0.048 -0.116
H -6.02197 2.71254 0.78049 -0.034 -0.137 0.049
H -5.19223 1.83629 1.99990 -0.151 -0.039 -0.073
H -2.61764 2.55155 -2.26997 -0.013 -0.013 0.034
```
Positions in Å, forces in eV/Å.

Values from the calculation:
- ⟨S²⟩ = 0.979
- 2S+1 = 2
- LUMO (spin up / spin down) (eV) = -3.34 / -2.95
- HOMO level (spin up / spin down) (eV) = -12.198 / -11.803
- net charge = +1